# 1
The following is a quantum chemistry calculation of a structure of composition C28H54Cl3F10N5O4S3SbSi4Ti at a distorted geometry, from the Open Molecules 2025 dataset.

Relative energy (zero: lowest compared OMol25 entry of this formula, charge and spin): 0.0000 eV
Orbital gap: 5.151 eV
Max |F|: 2.53 eV/Å
Total energy: -203970.9819 eV
Net charge: -1

Last column: Löwdin charge in e.
Geometry (Å):
Ti -0.2742 -0.7803 0.9621  0.72
C 4.3938 -0.8414 -2.2760  -0.07
C 3.5459 -0.8088 -1.0019  -0.26
N 3.1007 -2.0951 -0.4788  -0.17
C 4.2391 -2.9128 -0.0780  -0.25
C 3.8683 -4.1891 0.6643  -0.08
C 2.1383 -2.8090 -1.2954  -0.16
C 0.8142 -2.0697 -1.4966  -0.23
N -0.1627 -2.1831 -0.4113  -0.09
C -0.6783 -3.4572 -0.1473  -0.18
C -1.4736 -3.5880 0.9833  -0.18
F -1.6410 -2.4533 1.7221  -0.01
C -2.0762 -4.7429 1.4075  -0.21
F -2.8102 -4.7192 2.5274  0.10
C -1.9067 -5.9092 0.6897  0.08
C -1.1312 -5.8246 -0.4445  -0.22
F -0.9438 -6.9160 -1.2030  0.09
C -0.5343 -4.6469 -0.8685  -0.16
F 0.1292 -4.7083 -2.0404  0.09
H 4.5353 0.1756 -2.6464  0.07
H 3.9169 -1.4205 -3.0699  0.06
H 5.3819 -1.2652 -2.0974  0.07
H 2.6669 -0.1922 -1.1766  0.05
H 4.1072 -0.3065 -0.2073  0.11
H 4.8534 -2.2859 0.5733  0.12
H 4.8649 -3.1827 -0.9466  0.11
H 3.0930 -3.9998 1.4055  0.05
H 4.7518 -4.5752 1.1753  0.07
H 3.5151 -4.9734 -0.0072  0.07
H 1.9453 -3.7577 -0.8043  0.10
H 2.5201 -3.0525 -2.3046  0.13
H 0.3495 -2.4158 -2.4233  0.11
H 1.0076 -1.0099 -1.6207  0.03
H -2.3648 -6.8372 0.9946  0.14
F 4.2317 1.5933 3.2637  -0.22
C 4.9559 2.5613 2.4334  -0.33
F 3.8116 3.2615 1.8925  -0.19
F 5.2574 1.7294 1.3351  -0.15
S 2.2955 0.6944 1.7842  0.93
O 1.1406 0.2350 0.5402  -0.64
O 1.4725 1.3610 2.7699  -0.42
N 2.6225 -0.8788 2.3581  -0.33
S 1.4818 -1.7707 2.8051  0.61
O 1.2627 -3.0177 2.1154  -0.26
O 0.1293 -1.0502 2.9087  -0.44
C 1.7845 -2.3386 4.5265  -0.67
F 2.7367 -3.2606 4.5067  0.16
F 0.6668 -2.8743 5.0236  0.14
F 2.1524 -1.3279 5.3065  0.15
C -0.5482 0.6284 5.4202  -0.04
N -1.6378 0.7555 4.4401  -0.18
C -2.4994 -0.4255 4.3702  -0.06
C -1.4400 1.5099 3.3354  -0.61
S -1.9083 0.9219 1.7463  0.67
N -1.0712 2.7707 3.4925  -0.16
C -0.4668 3.5615 2.4322  -0.08
C -0.9602 3.4026 4.8018  -0.03
H -0.3036 -0.4283 5.5040  0.08
H -0.8470 1.0001 6.4019  0.09
H 0.3406 1.1487 5.0730  0.09
H -2.7995 -0.6633 5.3912  0.10
H -1.9800 -1.2833 3.9425  0.07
H -3.3859 -0.2145 3.7785  0.08
H -1.0443 4.4778 2.2973  0.10
H -0.4636 2.9922 1.5129  0.03
H 0.5596 3.7959 2.7103  0.10
H -1.6511 2.9383 5.4997  0.09
H -1.2222 4.4526 4.6787  0.10
H 0.0585 3.3393 5.1853  0.11
C 1.9939 2.3068 -2.6057  -0.21
Si 0.4818 2.9709 -1.7334  0.34
C 1.1593 4.0221 -0.3581  -0.20
C -0.3272 4.1599 -2.9557  -0.23
Sb -1.1099 0.9520 -1.3405  0.91
Si -0.8377 0.1437 -3.8302  0.35
C 0.9086 -0.4192 -4.2772  -0.22
C -2.0070 -1.2015 -4.3507  -0.27
C -1.1978 1.5532 -5.0132  -0.21
Si -3.3126 2.3548 -1.3253  0.30
C -4.6914 1.7553 -0.2300  -0.26
C -2.8453 4.0335 -0.6139  -0.22
C -4.0339 2.5602 -3.0325  -0.23
H 2.7179 3.1186 -2.7170  0.05
H 1.7566 1.9232 -3.5966  0.01
H 2.4825 1.5147 -2.0389  0.01
H 1.8369 4.7238 -0.8517  0.05
H 1.7455 3.4672 0.3777  0.02
H 0.3982 4.5979 0.1640  0.01
H 0.2340 4.1549 -3.8911  0.03
H -0.2917 5.1728 -2.5480  0.04
H -1.3653 3.9406 -3.1957  0.00
H 0.8838 -1.4687 -4.5779  0.04
H 1.6568 -0.3219 -3.4956  -0.01
H 1.2536 0.1712 -5.1288  0.04
H -1.8767 -2.1412 -3.8124  0.00
H -1.8156 -1.3827 -5.4139  0.04
H -3.0501 -0.9030 -4.2365  -0.02
H -0.5083 2.3890 -4.9091  0.00
H -2.2116 1.9358 -4.9158  0.01
H -1.0847 1.1472 -6.0227  0.04
H -4.3473 1.4037 0.7396  -0.03
H -5.2633 0.9492 -0.6877  -0.03
H -5.3493 2.6169 -0.0765  0.04
H -3.0048 4.0068 0.4669  0.02
H -3.4967 4.8030 -1.0377  0.04
H -1.8182 4.3439 -0.7848  -0.02
H -4.1261 1.6017 -3.5454  0.00
H -3.4696 3.2489 -3.6610  0.01
H -5.0431 2.9623 -2.9069  0.04
Cl -5.4858 -0.9941 -2.6368  0.03
Si -3.6747 -1.6009 -1.5429  -0.41
Cl -4.5520 -1.6795 0.4719  0.04
Cl -3.7846 -3.7369 -1.9647  0.07



# 2
The following is a quantum chemistry calculation of a cluster of 9 separate species, C28H54FNO17S4 in total at a distorted geometry, from the Open Molecules 2025 dataset.

Relative energy (zero: lowest compared OMol25 entry of this formula, charge and spin): 0.0000 eV
Orbital gap: 9.134 eV
Max |F|: 12.14 eV/Å
Total energy: -112255.3825 eV

Last column: Löwdin charge in e.
Geometry (Å):
N 0.2955 -0.1753 -0.0140  0.19
H -0.2995 -1.0343 -0.0010  0.06
H -0.0115 0.3707 -0.9060  0.12
H 1.2305 -0.6933 -0.2150  0.13
H -0.2585 0.1907 0.9680  0.20
F -2.2985 -0.8353 1.1890  -0.60
C -1.4415 0.4617 4.0210  0.00
C -2.2335 1.6797 3.4300  -0.28
C -3.6445 1.3917 3.0180  -0.07
O -4.4915 2.2387 3.8220  0.09
C -3.8015 2.9047 4.6840  -0.56
O -4.3535 3.4167 5.6570  0.11
O -2.4625 2.6247 4.4980  0.03
H -2.0165 0.0527 4.7110  0.02
H -0.6275 0.9357 4.7470  0.13
H -1.2045 -0.2943 3.2740  0.05
H -1.6955 2.3557 2.8430  0.11
H -3.8615 0.3997 2.8730  0.10
H -3.9375 1.8007 2.0430  0.12
C -3.0275 2.2977 -1.3970  0.01
C -4.2805 1.6597 -1.9570  -0.23
C -4.9635 0.6007 -1.0900  -0.08
O -6.1535 1.1987 -0.6760  0.11
C -6.3215 2.3517 -1.2910  -0.64
O -7.2565 3.0827 -1.2480  0.15
O -5.2845 2.6917 -1.9990  0.11
H -3.0845 2.6877 -0.3430  0.09
H -2.6915 3.0917 -1.9320  0.05
H -2.2035 1.5877 -1.4510  0.08
H -4.2335 1.2987 -2.8240  0.08
H -4.3415 0.3527 -0.1470  0.15
H -4.9475 -0.3213 -1.4510  0.07
C -2.8105 5.0847 1.2610  -0.04
C -1.3745 5.1057 0.9960  -0.24
C -0.3535 5.1197 2.1800  -0.14
O 0.6835 4.3237 1.7730  0.06
C 0.1835 3.6117 0.6460  -0.54
O 0.9175 2.6537 0.1970  0.04
O -0.9025 3.9197 0.2100  0.16
H -3.1025 4.0727 1.7570  0.11
H -3.5475 5.4957 0.5260  0.11
H -3.1945 5.8877 1.9880  0.12
H -1.1355 6.0367 0.3970  0.17
H -0.8545 4.7427 3.0710  0.13
H -0.0355 6.0337 2.5570  0.12
C 6.4155 2.0087 0.2200  -0.32
C 5.6195 2.0167 1.4270  -0.22
C 4.0955 2.1637 1.0940  -0.17
S 4.0715 1.7177 -0.6400  0.61
O 3.8055 2.9317 -1.2450  -0.26
O 3.0975 0.6277 -0.6410  -0.33
C 5.7105 1.2237 -0.8010  -0.30
H 7.3425 1.3857 0.3320  0.14
H 6.6905 2.9817 -0.2470  0.14
H 5.9245 2.7187 2.2940  0.14
H 5.8915 0.9267 1.7650  0.15
H 3.7275 3.2347 1.0640  0.14
H 3.5425 1.5227 1.5270  0.02
H 6.2465 1.2997 -1.7510  0.12
H 5.8195 0.0257 -0.5960  0.17
C -3.5945 -4.1543 -1.9420  -0.17
C -2.7655 -4.8313 -3.0490  -0.19
C -2.0665 -3.6343 -3.7090  -0.19
S -1.6605 -2.4713 -2.4220  0.62
O -2.2895 -1.2243 -2.6290  -0.30
O -0.2835 -2.6493 -2.0310  -0.34
C -2.6025 -3.1893 -1.1210  -0.19
H -4.2305 -4.9343 -1.4910  0.12
H -4.2885 -3.6883 -2.4310  0.04
H -3.2905 -5.3833 -3.8110  0.11
H -2.1055 -5.5773 -2.7470  0.09
H -2.7945 -3.0303 -4.3160  0.14
H -1.2495 -3.8543 -4.1420  0.02
H -3.2765 -2.3223 -0.6370  0.13
H -1.9145 -3.5613 -0.3510  0.09
C 0.8775 -4.8833 3.5870  -0.13
C 2.4565 -4.8253 4.1330  -0.15
C 3.3575 -4.5853 3.0220  -0.23
S 2.3655 -4.1063 1.6060  0.70
O 2.2795 -5.2443 0.6650  -0.32
O 2.7115 -2.8293 1.0430  -0.33
C 0.8445 -3.9673 2.4480  -0.28
H 0.2115 -4.6833 4.3550  0.10
H 0.8255 -5.7863 3.0330  0.10
H 2.4275 -5.5963 4.7140  0.05
H 2.4135 -3.8933 4.7310  0.13
H 3.8735 -5.3513 2.4960  0.09
H 3.9535 -3.6823 3.2460  0.12
H 0.0975 -3.9793 1.7740  0.08
H 0.7315 -2.9993 2.7570  0.08
C 3.7245 0.3737 -4.3640  -0.22
C 3.9655 -0.9503 -3.5820  -0.22
C 2.6695 -1.5733 -3.1650  -0.29
S 1.4485 -0.7723 -3.9430  0.64
O 0.8035 0.1907 -3.0800  -0.31
O 0.5665 -1.6043 -4.7940  -0.33
C 2.3785 0.1567 -5.0620  -0.28
H 4.6375 0.5127 -5.1790  0.17
H 3.5515 1.1757 -3.6160  0.10
H 4.6055 -0.8393 -2.6760  0.10
H 4.5215 -1.5903 -4.4440  0.16
H 2.6775 -1.6753 -2.1390  0.08
H 2.5025 -2.6193 -3.5310  0.14
H 1.9445 1.2067 -5.3050  0.15
H 2.4215 -0.3213 -6.0930  0.13



Q: Which formula does entry 2 have?
A: C28H54FNO17S4



Q: Number 1 is which compound?
A: C28H54Cl3F10N5O4S3SbSi4Ti